{"formula": "C66H163F6N8O10P", "method": "ωB97M-V/def2-TZVPD", "symbols": ["C", "C", "N", "C", "C", "C", "C", "C", "O", "C", "H", "H", "H", "H", "H", "H", "H", "H", "H", "H", "H", "H", "H", "H", "H", "H", "H", "H", "H", "H", "C", "C", "N", "C", "C", "C", "C", "C", "O", "C", "H", "H", "H", "H", "H", "H", "H", "H", "H", "H", "H", "H", "H", "H", "H", "H", "H", "H", "H", "H", "C", "C", "N", "C", "C", "C", "C", "C", "O", "C", "H", "H", "H", "H", "H", "H", "H", "H", "H", "H", "H", "H", "H", "H", "H", "H", "H", "H", "H", "H", "C", "C", "N", "C", "C", "C", "C", "C", "O", "C", "H", "H", "H", "H", "H", "H", "H", "H", "H", "H", "H", "H", "H", "H", "H", "H", "H", "H", "H", "H", "C", "C", "N", "C", "C", "C", "C", "C", "O", "C", "H", "H", "H", "H", "H", "H", "H", "H", "H", "H", "H", "H", "H", "H", "H", "H", "H", "H", "H", "H", "C", "C", "N", "C", "C", "C", "C", "C", "O", "C", "H", "H", "H", "H", "H", "H", "H", "H", "H", "H", "H", "H", "H", "H", "H", "H", "H", "H", "H", "H", "C", "C", "N", "C", "C", "C", "C", "C", "O", "C", "H", "H", "H", "H", "H", "H", "H", "H", "H", "H", "H", "H", "H", "H", "H", "H", "H", "H", "H", "H", "C", "C", "N", "C", "C", "C", "C", "C", "O", "C", "H", "H", "H", "H", "H", "H", "H", "H", "H", "H", "H", "H", "H", "H", "H", "H", "H", "H", "H", "H", "P", "F", "F", "F", "F", "F", "F", "C", "C", "O", "O", "H", "H", "H"], "xyz": [[8.06371, -0.30129, 5.14531], [6.81965, 0.62514, 5.19153], [6.69733, 1.64638, 3.99664], [7.93372, 2.60698, 3.99236], [6.64635, 0.83851, 2.64009], [6.40825, 1.92222, 1.46992], [5.51706, 2.60386, 4.31512], [4.09255, 1.86498, 4.40356], [3.75545, 1.41510, 3.09011], [2.77219, 0.43202, 3.02616], [8.10301, -1.07971, 4.38332], [8.26856, -0.71154, 6.13416], [8.91050, 0.36816, 4.99401], [6.82404, 1.21222, 6.10991], [5.89852, 0.06374, 5.34788], [7.79614, 3.32592, 3.18471], [8.83019, 2.07307, 3.67712], [8.05903, 3.14623, 4.93130], [5.81479, 0.14331, 2.75544], [7.63248, 0.38293, 2.55006], [5.44566, 2.43013, 1.41034], [6.39602, 1.31119, 0.56737], [7.20433, 2.59229, 1.14533], [5.39548, 3.36450, 3.54392], [5.60129, 3.08336, 5.29036], [3.39932, 2.64379, 4.72134], [4.03015, 0.99220, 5.05353], [1.71912, 0.66644, 3.18169], [3.08732, -0.52837, 3.43414], [2.73472, 0.18011, 1.96633], [-1.69106, 1.71589, 3.09525], [-1.13689, 1.61201, 4.49858], [-2.21809, 1.13110, 5.59541], [-3.32654, 2.20683, 5.54975], [-2.93289, -0.23158, 5.17472], [-4.06766, -0.81369, 6.11892], [-1.57669, 1.13464, 7.03486], [-0.75404, -0.15259, 7.36743], [0.31985, -0.24673, 6.39597], [0.84343, -1.57813, 6.28687], [-1.01734, 2.22622, 2.40695], [-2.53980, 2.39874, 3.05704], [-1.96246, 0.78919, 2.58962], [-0.74797, 2.54227, 4.91267], [-0.38684, 0.82155, 4.52503], [-3.99380, 1.86716, 6.34189], [-3.91187, 1.99027, 4.65611], [-2.94487, 3.21669, 5.70017], [-2.01973, -0.82578, 5.14041], [-3.28892, -0.15755, 4.14717], [-5.02889, -0.41635, 5.79295], [-3.98205, -0.79041, 7.20530], [-4.11776, -1.87169, 5.86155], [-2.38347, 1.34521, 7.73691], [-0.96030, 2.03353, 7.02206], [-1.39623, -1.03246, 7.32828], [-0.39763, 0.03428, 8.38042], [0.20953, -2.36293, 5.87413], [1.20289, -1.92212, 7.25669], [1.66054, -1.52426, 5.56747], [3.66904, 5.54796, -1.02633], [3.98925, 4.05612, -1.33691], [2.80278, 3.09380, -1.71115], [3.47973, 1.66815, -1.61299], [1.53577, 3.10399, -0.77654], [1.94372, 3.03002, 0.76033], [2.33848, 3.48497, -3.15304], [1.15610, 2.68770, -3.67565], [1.49030, 1.30525, -3.69552], [0.83458, 0.43901, -4.62915], [2.98142, 5.90945, -1.79093], [4.55589, 6.18160, -1.01670], [3.12686, 5.65096, -0.08636], [4.51408, 3.72955, -0.43913], [4.71982, 3.89731, -2.13009], [3.84733, 1.46683, -0.60679], [4.27111, 1.82653, -2.34562], [2.80422, 0.85607, -1.88193], [0.98078, 2.18625, -0.97106], [0.86029, 3.92220, -1.02626], [1.10013, 2.81749, 1.41705], [2.51640, 3.89240, 1.10156], [2.68271, 2.23881, 0.88679], [3.19823, 3.41825, -3.81974], [2.04816, 4.52390, -2.99673], [0.90086, 3.00432, -4.68694], [0.23328, 2.87908, -3.12803], [1.27623, -0.54881, -4.76059], [0.72553, 0.85745, -5.62970], [-0.20099, 0.26794, -4.33516], [-3.41958, -3.16629, 3.13693], [-2.17981, -3.83146, 2.57059], [-2.16608, -5.37065, 2.32126], [-2.20205, -5.97161, 3.70737], [-3.30527, -5.90076, 1.52788], [-3.67899, -5.19777, 0.14371], [-0.82973, -5.81492, 1.56566], [0.57677, -5.34960, 2.07758], [0.84513, -5.70214, 3.46380], [1.72655, -4.83455, 4.19101], [-4.38939, -3.56218, 2.83553], [-3.37907, -2.07994, 3.05753], [-3.37623, -3.28782, 4.21926], [-1.29291, -3.56389, 3.14497], [-2.00957, -3.40983, 1.57995], [-3.22089, -5.84567, 4.07369], [-1.45796, -5.47217, 4.32784], [-1.94846, -7.02886, 3.62975], [-4.14069, -5.75637, 2.21295], [-3.11267, -6.96218, 1.37171], [-3.92418, -4.13706, 0.19728], [-4.44345, -5.75160, -0.40124], [-2.82188, -5.21154, -0.52954], [-0.88379, -5.51420, 0.51936], [-0.91389, -6.90138, 1.59089], [0.76566, -4.27634, 2.10051], [1.28916, -5.82433, 1.40286], [1.86367, -5.27822, 5.17714], [1.23725, -3.86121, 4.22699], [2.60875, -4.66827, 3.57280], [-0.96556, -2.60609, -3.96456], [-0.49043, -3.15320, -5.33662], [-1.49081, -4.13240, -6.04745], [-2.77499, -3.37914, -6.47630], [-0.69035, -4.67971, -7.24219], [-0.38566, -3.70552, -8.47686], [-1.79342, -5.31475, -5.05061], [-2.37892, -6.59575, -5.57528], [-3.57679, -6.30076, -6.15824], [-4.19324, -7.38466, -6.77895], [-1.42037, -3.30111, -3.25873], [-1.69590, -1.82859, -4.18863], [-0.09597, -2.18774, -3.45770], [0.40652, -3.74139, -5.14268], [-0.29552, -2.34428, -6.04071], [-2.50049, -2.46332, -6.99975], [-3.31272, -3.16788, -5.55200], [-3.29848, -4.04839, -7.15906], [-1.26246, -5.48368, -7.70525], [0.20349, -5.17327, -6.86069], [-1.33445, -3.35030, -8.87898], [0.15103, -4.31855, -9.20091], [0.25158, -2.83809, -8.30478], [-2.37466, -4.94961, -4.20390], [-0.77470, -5.54009, -4.73512], [-2.67595, -7.22580, -4.73688], [-1.73361, -7.11551, -6.28346], [-4.45945, -8.10582, -6.00620], [-3.62255, -7.86405, -7.57432], [-5.09651, -7.08237, -7.30888], [0.13413, 6.24057, 1.63118], [-0.95891, 6.65460, 2.58452], [-2.28411, 7.37714, 2.04512], [-3.13565, 7.79400, 3.26029], [-1.96244, 8.69578, 1.17551], [-1.14689, 9.73617, 2.00827], [-2.97152, 6.34800, 1.06967], [-3.30008, 5.06442, 1.63613], [-2.20053, 4.26020, 1.21968], [-2.44875, 3.43653, 0.09274], [-0.18334, 5.43383, 0.97051], [0.94655, 5.86088, 2.25077], [0.50233, 7.07193, 1.03004], [-0.49766, 7.35406, 3.28174], [-1.35600, 5.93201, 3.29746], [-3.88008, 8.43850, 2.79280], [-2.42989, 8.32782, 3.89672], [-3.75146, 6.99735, 3.67769], [-2.86574, 9.17402, 0.79679], [-1.39603, 8.34156, 0.31423], [-1.67774, 10.04160, 2.90995], [-1.29192, 10.57386, 1.32612], [-0.06128, 9.63906, 2.01878], [-2.26843, 6.25952, 0.24145], [-3.86058, 6.86458, 0.70799], [-4.24780, 4.64847, 1.29420], [-3.28173, 4.99587, 2.72382], [-1.63630, 2.71851, -0.01897], [-2.42407, 4.00259, -0.83842], [-3.28037, 2.73577, 0.16658], [-1.74247, 4.40386, -6.06670], [-3.18601, 4.33310, -5.32766], [-3.84239, 2.93345, -5.12802], [-3.93569, 2.08559, -6.39452], [-2.90196, 2.12211, -4.15887], [-3.43890, 0.83400, -3.57022], [-5.35690, 3.09405, -4.57985], [-5.47851, 3.57108, -3.14192], [-5.04423, 4.89336, -3.04937], [-5.25857, 5.32224, -1.74300], [-1.55495, 3.72432, -6.89806], [-0.94245, 4.16098, -5.36737], [-1.49666, 5.38322, -6.47725], [-3.82389, 5.01020, -5.89575], [-3.14584, 4.77944, -4.33405], [-4.39443, 1.12297, -6.16862], [-2.87344, 1.94083, -6.59144], [-4.47905, 2.68567, -7.12442], [-2.64664, 2.85103, -3.38972], [-1.94309, 1.93358, -4.64170], [-3.63804, 0.03319, -4.28237], [-4.44595, 0.91224, -3.16056], [-2.85876, 0.51264, -2.70520], [-5.86373, 2.13559, -4.69202], [-5.81902, 3.73287, -5.33248], [-5.05828, 2.92466, -2.37144], [-6.53868, 3.53456, -2.89128], [-4.94587, 6.36620, -1.76427], [-4.55381, 4.78303, -1.11002], [-6.26273, 5.26221, -1.32328], [5.17323, -3.37990, -0.13121], [3.74322, -3.82331, -0.48184], [3.50425, -4.46409, -1.79001], [1.95242, -4.71632, -1.74954], [3.89667, -3.49149, -2.92268], [3.50700, -1.98352, -2.88721], [4.29861, -5.81473, -1.99897], [4.02334, -6.94823, -1.00920], [4.45509, -6.48250, 0.23996], [4.36144, -7.44633, 1.28528], [5.97108, -4.08424, -0.36666], [5.28823, -2.83680, 0.80683], [5.48625, -2.63891, -0.86678], [3.05218, -2.99494, -0.32576], [3.34974, -4.49083, 0.28477], [1.72063, -5.36884, -2.59132], [1.44398, -3.76203, -1.88710], [1.74131, -5.07411, -0.74181], [3.51514, -4.04067, -3.78346], [4.98618, -3.48482, -2.89057], [2.43649, -1.80539, -2.78536], [3.86441, -1.46612, -3.77753], [3.92434, -1.56652, -1.97068], [5.34286, -5.53865, -1.85262], [4.17844, -6.17064, -3.02219], [4.49492, -7.87804, -1.32726], [2.94136, -7.07535, -1.04481], [4.69865, -7.02598, 2.23274], [5.04794, -8.25620, 1.03842], [3.32875, -7.76345, 1.43051], [0.08222, -1.15524, -0.03980], [0.72931, -1.47886, 1.44468], [0.08543, 0.41908, 0.23922], [1.53105, -1.04381, -0.78520], [-0.68831, -0.77134, -1.49031], [-0.01619, -2.75790, -0.34685], [-1.44586, -1.29561, 0.66547], [-4.34368, -0.36949, 0.53580], [-5.23172, 0.61703, 1.28928], [-5.25716, 0.62256, 2.51611], [-5.88597, 1.46686, 0.69999], [-3.33506, -0.03991, 0.28646], [-4.85061, -0.29695, -0.42641], [-4.24189, -1.37888, 0.93439]], "forces_ev_per_a": [[0.070, 1.471, -0.068], [0.363, -0.198, 0.127], [0.674, 0.366, 1.436], [-0.400, -0.653, -0.992], [-0.461, 3.864, 0.204], [0.113, -2.149, -0.725], [-2.248, -2.260, -0.251], [1.314, 0.444, -1.158], [0.204, 0.910, 0.611], [-0.115, -1.232, -2.113], [-0.369, 0.060, 0.129], [-0.422, -0.205, -0.060], [0.269, -0.222, -0.147], [0.510, 0.391, -0.170], [-0.137, -0.048, -0.939], [-0.403, 0.060, 0.236], [-0.090, -0.249, 0.511], [-0.179, -0.443, 0.056], [0.257, 0.073, -0.267], [-0.267, -0.096, -0.013], [0.044, -0.073, 0.802], [-0.205, -0.446, -0.187], [0.286, 0.128, 1.052], [0.467, -0.163, -0.018], [0.855, -0.131, -0.086], [-0.158, -0.057, 0.239], [0.267, 0.290, 0.441], [0.117, 0.499, 0.986], [-0.131, 0.094, 0.870], [0.006, -0.046, -0.330], [-0.645, 0.890, -0.276], [-0.766, -1.875, 0.763], [-0.902, 1.296, -0.961], [-0.104, -2.095, 0.686], [1.356, 0.282, 1.567], [0.618, 0.353, -1.376], [-0.088, -0.679, -1.657], [-0.357, 1.640, -1.079], [-0.939, -0.888, 0.497], [0.672, 0.431, 0.104], [0.601, -0.106, 0.307], [-0.275, -0.299, 0.034], [-0.039, -0.151, 0.389], [-0.045, -0.049, -0.126], [0.167, 0.311, 0.276], [-0.052, 0.679, 0.267], [0.220, 0.630, -0.328], [-0.035, -0.217, -0.122], [-0.271, -0.723, 0.105], [-0.324, 0.592, 0.131], [0.042, 0.202, 0.219], [0.409, 0.449, -0.126], [0.061, -0.066, -0.038], [0.005, -0.472, 0.020], [0.270, -0.186, 0.102], [0.071, -0.063, 0.112], [0.296, -0.415, 0.075], [-0.893, 0.320, 0.101], [0.157, -0.040, -0.007], [0.249, 0.179, 0.238], [-1.121, -0.982, -1.003], [-0.158, 0.693, 0.745], [-0.262, -0.656, 1.000], [-0.536, 1.292, -0.848], [1.202, -0.420, 1.504], [0.712, 0.142, -1.535], [0.061, -0.351, 1.249], [-0.165, -0.882, -0.569], [0.426, -0.654, -0.209], [-1.245, 0.803, -0.171], [0.201, 0.449, -0.075], [0.033, -0.294, -0.065], [0.230, -0.100, 0.106], [-0.463, -0.830, 0.023], [-0.256, 0.360, -0.244], [0.095, 0.543, -0.128], [0.218, -0.809, 0.211], [-0.128, 0.498, -0.229], [0.252, -0.063, -0.329], [0.479, 0.337, 0.004], [-0.063, 0.136, -0.286], [-0.508, 0.389, -0.036], [-0.370, -0.343, 0.010], [-0.004, -0.057, 0.141], [0.002, 0.002, -0.457], [0.427, 0.341, -0.261], [-0.042, -0.131, 0.505], [0.651, 0.342, 0.580], [0.541, 0.439, -0.158], [-0.163, -0.102, 0.477], [0.107, -0.763, 1.655], [0.140, 0.245, -2.314], [2.315, 1.243, 0.370], [0.086, -0.454, -0.483], [-1.487, 1.078, -1.048], [1.480, -0.332, 0.705], [-0.094, 0.514, 1.237], [-0.524, 0.318, 2.211], [-0.749, -1.017, -0.856], [-0.948, 0.045, -1.553], [0.148, 0.210, -0.397], [0.003, -0.107, -0.803], [-0.279, -0.284, 0.237], [-0.049, -0.439, 0.133], [0.115, -0.022, -0.122], [0.204, -0.024, 0.161], [-0.199, -0.112, -0.120], [-0.143, 0.024, 0.122], [-0.244, -0.431, -0.278], [-0.144, 0.049, 0.104], [-0.374, -0.147, 0.469], [-0.211, -0.014, 0.537], [0.277, -0.184, -0.017], [-0.356, 0.279, 0.139], [0.244, 0.000, 0.130], [-0.535, 0.318, -0.973], [0.207, -0.188, -0.053], [0.302, 0.143, -0.278], [-0.050, 0.319, 0.512], [0.608, -0.282, 0.536], [-0.177, 0.179, -1.150], [-1.120, -1.072, 1.035], [0.483, 0.387, 0.092], [1.197, -0.865, 0.204], [-0.321, 0.428, -1.492], [-0.348, -0.568, 1.545], [1.357, 0.684, -0.261], [-0.448, 0.038, -0.183], [-0.951, 1.910, -1.439], [-1.065, -1.058, -0.440], [0.121, -0.208, -0.306], [0.049, 0.214, 0.521], [-0.169, 0.256, -0.057], [0.053, -0.035, -0.490], [0.029, -0.177, 0.038], [0.136, -0.076, 0.142], [-0.191, -0.086, -0.304], [-0.231, 0.113, 0.354], [-0.351, 0.080, 0.290], [0.069, 0.365, 0.220], [0.142, -0.172, -0.257], [-0.296, -0.037, -0.092], [-0.004, -0.081, 0.439], [-0.008, 0.280, -0.361], [-0.049, -0.128, 0.475], [1.083, -0.402, 0.548], [0.345, -0.223, 0.186], [-0.090, -0.351, -0.158], [0.675, -0.027, 0.222], [-0.070, 0.396, 0.471], [-0.615, -0.462, -0.454], [-1.090, 1.863, 0.863], [0.947, -0.934, -0.989], [0.099, 0.122, -2.096], [1.359, -0.954, 1.905], [-1.259, 0.139, -2.005], [-0.419, 4.223, 0.211], [0.706, -2.241, 0.395], [0.081, -1.825, 0.013], [0.818, -0.751, -0.104], [0.022, 0.022, 0.010], [0.081, 0.087, -0.023], [0.024, 0.084, 0.160], [-0.219, 0.549, -0.166], [0.078, -0.646, -0.630], [0.094, 0.493, 0.432], [-0.658, -0.234, 0.360], [0.807, -0.307, 0.257], [-0.362, -0.563, 0.437], [0.024, -0.047, 0.102], [0.554, -0.178, 0.139], [0.192, 0.571, 0.200], [-0.228, -0.532, 0.606], [-0.171, -0.068, 0.064], [-0.005, 0.251, -0.011], [-0.088, 0.060, -0.050], [-0.317, 0.353, 0.082], [0.601, 0.149, 0.328], [-0.505, 0.278, -0.179], [-0.805, 0.584, 0.199], [-0.635, -0.924, 1.030], [1.229, 0.120, -1.215], [-0.222, -0.976, 0.828], [0.812, 1.245, 0.960], [-0.580, 1.045, 0.228], [-1.426, -0.027, 0.065], [1.425, -0.342, -0.092], [-0.756, -0.071, -1.004], [-0.228, -0.420, -0.396], [1.181, 1.445, 0.739], [-0.662, -0.145, -0.093], [-0.049, 0.101, 0.273], [-0.598, 0.188, 0.295], [-0.524, -0.602, -0.080], [0.140, -0.257, -0.077], [-0.177, 0.323, -0.017], [-0.324, -0.151, -0.955], [0.176, -0.417, -0.233], [-0.293, -0.114, 0.323], [-0.236, 0.134, -0.630], [0.852, -0.129, -0.219], [-0.045, 0.617, 0.251], [0.388, -0.154, -0.314], [0.429, -0.206, 0.067], [0.085, 0.401, 0.344], [0.629, -0.219, -0.105], [-0.417, -0.102, -0.228], [-0.190, 0.140, 0.297], [-0.169, -0.150, 0.467], [-0.218, -0.307, -0.444], [0.271, 0.542, -2.048], [0.489, 0.201, 2.567], [-1.419, 0.022, 0.069], [1.644, 0.534, -0.773], [0.125, -0.281, -0.165], [-0.765, -1.205, 1.051], [0.732, 0.491, 0.395], [-0.800, 1.508, -0.102], [-0.027, 0.143, 0.280], [0.354, -0.179, -0.012], [-0.302, -0.640, 1.032], [-0.255, -0.707, 0.214], [-0.275, 0.617, -0.147], [0.053, 0.419, -0.840], [0.549, -0.416, -0.145], [-0.122, -0.283, 0.384], [0.212, 0.016, 0.085], [-0.197, -0.373, -0.483], [0.331, 0.427, -0.371], [-0.030, -0.439, -0.389], [-0.084, -0.147, -0.233], [0.230, -0.268, 0.088], [0.236, 0.295, -0.257], [-0.026, 0.154, -0.249], [-0.322, 0.377, -0.038], [0.216, 0.034, -0.133], [-0.350, -0.619, 0.371], [0.073, 0.351, -0.266], [-0.333, -0.392, 0.164], [-0.031, -0.338, -0.159], [-3.168, -0.172, 0.270], [0.188, 0.315, -1.313], [0.458, 0.280, 0.609], [-0.434, -0.358, 0.652], [0.897, -0.924, 0.876], [0.567, 0.545, -0.319], [1.732, 0.300, -0.625], [-0.438, 0.384, -1.397], [0.357, 0.797, 1.106], [1.515, -1.560, 3.495], [-0.387, 1.156, -3.335], [0.102, 0.465, 0.545], [0.046, -1.024, -0.389], [-0.390, 0.079, 0.032]], "mol_weight_g_mol": 1374.04, "lumo_ev": -9.93, "orbital_gap_ev": 5.86, "charge": 6, "energy_ev": -129011.859, "max_force_ha_per_bohr": 0.08264, "multiplicity": 1}